Entry 1:
# C16H28FN4O4

A cluster of 3 separate species, C16H28FN4O4 in total (ωB97M-V/def2-TZVPD, the Open Molecules 2025 dataset).

Structure (XYZ):
```
53
Properties=species:S:1:pos:R:3:forces:R:3:mulliken_charge:R:1
N 2.535593 -2.743506 0.877144 -1.37 -0.90 0.45 -0.62
C 1.360084 -2.532718 -0.050688 -1.76 -0.85 -0.35 -0.56
C 0.956348 -0.970530 -0.327170 1.89 -0.05 -0.05 0.25
C -0.129100 -0.718652 -1.523000 0.17 0.73 0.20 -0.66
C -1.301589 -1.832432 -1.683950 -0.57 -0.14 -0.72 -0.44
C -2.634224 -1.655368 -0.767512 -3.27 -0.31 1.81 0.47
C -3.933070 -2.629158 -1.173707 -0.68 1.87 3.29 0.18
C -3.799274 -3.657730 -2.442687 -1.18 1.17 -5.32 0.30
O -4.241932 -3.240429 -3.651961 3.09 -3.23 8.66 -0.43
O -3.171704 -4.976006 -2.198655 -1.16 4.48 0.54 -0.41
C -5.352285 -2.599574 -0.292791 4.21 3.04 0.96 -0.53
C -5.391480 -1.520505 0.954851 2.22 -1.69 -3.12 -0.21
N -4.187200 -0.638375 1.301897 0.22 -2.40 -2.89 -0.03
C -2.859235 -0.682782 0.524384 -0.72 -1.40 -1.20 0.03
F -1.766571 0.190140 0.999129 -4.41 -3.17 -1.45 -0.10
H 2.176002 -2.565704 1.859848 0.72 -0.13 -1.54 0.26
H 2.728390 -3.789845 0.879130 -0.23 1.79 -0.07 0.27
H 1.535130 -3.142290 -1.062209 -0.20 1.54 2.09 0.28
H 0.415382 -3.048019 0.465532 1.51 0.95 -1.25 0.24
H 1.962699 -0.426010 -0.669103 -2.24 -1.01 0.80 -0.09
H 0.682316 -0.488865 0.710425 0.23 -0.90 -2.16 -0.04
H -0.606672 0.358677 -1.337373 0.89 -2.42 -0.51 0.26
H 0.422367 -0.628106 -2.575221 -1.16 -0.43 2.40 0.38
H -1.666093 -1.777966 -2.820651 0.45 -0.07 2.55 0.40
H -0.942358 -2.963303 -1.552121 -0.59 2.57 -0.04 0.32
H -2.669457 -4.906608 -1.325415 -1.01 -0.15 -1.40 0.39
H -6.238264 -3.324529 -0.581517 1.94 1.86 0.84 0.38
H -6.398972 -1.469798 1.567898 2.61 0.31 -1.07 0.36
H -4.309498 0.024721 2.125222 0.50 -1.09 -1.48 0.33
C -0.603810 2.888685 2.871268 0.05 0.70 0.56 0.39
O 0.254622 3.060981 3.726837 -1.03 0.00 -0.78 -0.59
N -1.691006 3.708547 2.651423 0.84 -1.05 -0.06 0.10
C -2.664857 3.434417 1.615395 0.20 0.21 0.22 -0.68
C -1.865702 4.881295 3.482449 0.27 0.06 0.24 -0.94
H -0.567701 2.027210 2.184410 -0.07 0.05 -0.07 0.04
H -2.687555 4.277756 0.919083 -0.20 -0.18 -0.08 0.35
H -3.648830 3.313668 2.077675 -0.13 0.03 -0.19 0.31
H -2.411767 2.522869 1.066824 0.09 0.20 0.11 0.04
H -0.989303 5.527579 3.374730 -0.18 0.03 0.15 0.29
H -1.945990 4.568100 4.527781 0.02 0.22 -0.06 0.30
H -2.765767 5.429942 3.192139 0.17 -0.17 -0.02 0.38
C 4.455727 1.887741 -1.778839 0.61 -0.61 0.41 0.08
O 3.410853 1.821909 -1.144412 0.59 -0.25 -0.24 -0.57
N 5.590764 1.144079 -1.531537 -1.21 0.97 -0.48 0.13
C 6.790383 1.281444 -2.330867 -0.04 -0.09 0.14 -0.92
C 5.584283 0.195247 -0.437856 -0.32 0.04 0.14 -0.87
H 4.569350 2.577081 -2.631550 0.11 -0.05 0.02 0.28
H 7.023053 0.315562 -2.788603 0.16 0.15 -0.06 0.34
H 7.615328 1.587851 -1.681199 0.07 -0.02 -0.22 0.33
H 6.656901 2.028719 -3.118057 -0.05 -0.12 0.17 0.29
H 4.789337 -0.537422 -0.607033 0.12 -0.04 0.22 0.25
H 5.378789 0.728785 0.495078 0.02 -0.23 0.00 0.28
H 6.547566 -0.316776 -0.364867 -0.17 0.16 -0.10 0.37
```
Forces are in eV/Å.

Summary:
* energy relative to the best compared isomer or geometry (same formula, charge and spin): 188.5 kcal/mol
* strongest force on any atom: 9.746 eV/Å
* calculated total energy: -1245.66151 Ha
* net charge: +1
* frontier orbital gap: 4.890 eV
* HOMO energy: -10.8023 eV

Entry 2:
# C6H10N2O5

The molecule C6H10N2O5 (ωB97M-V/def2-TZVPD, the Open Molecules 2025 dataset).

Structure (XYZ):
```
23
Properties=species:S:1:pos:R:3:forces:R:3:mulliken_charge:R:1
N 2.611086 -1.478318 -0.433659 0.13 -0.69 1.11 -0.73
C 1.569249 -0.627185 0.139629 1.47 0.12 0.36 -0.02
C 1.606958 0.687110 -0.649670 -1.22 0.26 -0.13 -0.64
C 0.882718 1.892522 -0.108260 -0.15 0.06 -1.66 0.38
O 0.600059 2.785805 -0.886670 0.02 -0.24 1.66 -0.60
O 0.608956 1.889566 1.215072 0.39 0.03 -0.57 -0.42
C 0.202758 -1.225167 0.031779 -1.19 -0.69 -0.91 0.49
O -0.092825 -1.905346 -0.950937 0.17 0.61 0.83 -0.66
N -0.722993 -0.931146 1.009636 0.35 1.17 0.36 -0.27
C -2.118573 -0.973416 0.585471 -0.28 -1.79 0.05 -0.58
C -2.613724 0.149571 -0.295642 -3.75 -1.61 -0.39 0.49
O -3.770439 0.108484 -0.772811 3.45 0.63 1.15 -0.62
O -1.769649 1.145308 -0.367368 -0.02 1.13 -0.17 -0.24
H 2.209026 -1.847544 -1.276433 0.02 -0.46 -0.52 0.31
H 2.801523 -2.287275 0.198136 -0.31 0.87 -0.81 0.30
H 1.808897 -0.511206 1.197216 0.04 0.48 0.04 0.42
H 2.584908 1.082908 -0.873730 0.73 -0.42 0.29 0.46
H 1.158421 0.551485 -1.654171 0.17 -0.20 0.52 0.30
H 0.222817 2.753496 1.371174 -0.33 0.48 0.35 0.36
H -0.439478 -0.230345 1.741659 -0.49 -1.03 -1.35 0.33
H -2.272838 -1.934755 0.004967 0.12 1.14 0.77 0.30
H -2.797040 -1.005808 1.464308 0.46 0.02 -0.51 0.36
H -2.269808 1.911247 -0.689703 0.24 0.12 -0.44 0.31
```
Forces are in eV/Å.

Summary:
* energy relative to the best compared isomer or geometry (same formula, charge and spin): 26.0 kcal/mol
* strongest force on any atom: 4.100 eV/Å
* calculated total energy: -720.39330 Ha
* structure (SMILES): N[C@@H](CC(=O)O)C(=O)NCC(=O)O
* frontier orbital gap: 10.127 eV
* HOMO energy: -9.8921 eV

Entry 3:
# C2

A structure of composition C2 (ωB97M-V/def2-TZVPD, the Open Molecules 2025 dataset).

Structure (XYZ):
```
2
Properties=species:S:1:pos:R:3:forces:R:3:mulliken_charge:R:1
C -0.386442 0.596242 0.651815 3.46 -5.34 -5.83 -0.50
C 0.386442 -0.596242 -0.651815 -3.46 5.34 5.83 -0.50
```
Forces are in eV/Å.

Summary:
* energy relative to the best compared isomer or geometry (same formula, charge and spin): 112.4 kcal/mol
* strongest force on any atom: 8.631 eV/Å
* spin multiplicity: 2
* calculated total energy: -75.85419 Ha
* net charge: -1
* frontier orbital gap (alpha / beta): 7.826 / 6.489 eV
* expectation value of S²: 0.751
* HOMO energy (alpha / beta): -1.9919 / -1.6332 eV